[1]
Molecular formula: C26H43N3P2Pb
Method: DFT, wB97M-V/def2-TZVPD

Output
* HOMO level (alpha / beta): -11.996 / -11.991 eV
* relative energy (zero: lowest compared OMol25 entry of this formula, charge and spin): 28.2 kcal per mole
* E_LUMO (alpha / beta): -8.5 / -8.5 eV
* gap between HOMO and LUMO (alpha / beta): 3.450 / 3.445 eV

```
! RIJCOSX wB97M-V def2-TZVPD def2/J DEFGRID3
* xyz 2 1
C -4.0710 -0.2835 -1.1710
H -2.2496 2.4621 1.3461
H -4.5114 0.5119 3.1383
C -3.1394 -3.3858 1.9847
H -3.7463 2.3950 2.3148
H -4.9126 -0.4605 -3.1214
H 4.7247 -2.7969 0.9723
N -2.2012 -2.6632 1.4289
H 1.2835 -1.0261 2.0227
C -5.7278 -1.9134 -0.0666
H 4.8537 -0.3136 1.6341
H -0.5133 1.9888 4.6948
C -4.0807 -0.8673 -2.5276
C 5.6636 -1.1935 -2.6546
C -3.3471 2.4041 1.2925
N -4.0035 -3.9089 2.6000
C -1.2808 0.6972 3.2486
H -2.2448 0.3883 3.6747
H -1.6990 2.7540 3.6683
C -4.5740 0.1238 1.0397
H 1.4608 0.6259 2.5932
H -4.1988 -1.9571 -2.4831
H -6.1578 0.3507 2.4805
H -3.1500 -0.6403 -3.0584
H 3.8975 -3.4940 -0.4591
C 5.6288 -1.0110 -1.1433
H 0.3504 3.8144 3.2840
C -1.5939 -2.7487 0.2814
C -4.8174 -0.7466 -0.0575
C 0.3138 2.7736 2.9011
H -0.2162 -0.1225 0.1596
H 5.7815 -2.2453 -2.9511
C -0.8370 2.0654 3.6535
P 4.1530 -0.5423 -3.4973
H 0.3133 2.2665 -0.5685
H 4.0918 -0.2265 -5.9078
H 5.5743 1.4063 -3.4574
H -6.0998 -2.1211 0.9423
C -0.5765 -0.2090 2.5727
H -3.6944 3.3223 0.7912
C 4.1633 0.1565 0.9146
C 4.4975 1.2502 -3.2937
H -6.5912 -1.7252 -0.7218
H 1.2655 2.3172 3.2091
H -5.1367 -1.0921 2.6973
H 6.0923 -0.0512 -0.8551
H 3.9395 1.8065 -4.0608
H 6.1728 -1.8155 -0.6288
C 0.3130 1.9428 0.4810
P 3.9117 -1.0344 -0.4550
H -5.2147 -2.8121 -0.4365
H -3.0938 2.6202 -2.0750
H 2.9236 -2.8351 0.8757
H 1.4839 0.2256 -0.0025
Pb 2.2483 -1.8859 -2.1687
C -3.7595 1.1952 0.5612
N -0.9246 -2.6204 -0.6885
H 6.4847 -0.6241 -3.1082
H 4.6262 1.0774 0.5237
C 3.8558 -2.7082 0.3085
C 0.6019 0.4723 0.6057
H 3.2206 0.4214 1.4145
C 0.7982 -0.0351 2.0287
H -0.1223 3.8887 1.0783
C -2.5484 1.7652 -1.6436
C 0.1031 2.8678 1.4214
H 4.2154 1.6195 -2.2993
C -5.1242 -0.0301 2.4067
C -3.4111 0.9193 -0.7957
H -1.7132 2.1688 -1.0546
C 4.7589 -0.7486 -5.2125
H -2.1345 1.1801 -2.4749
H 5.7606 -0.2997 -5.2545
H -0.9305 -1.2375 2.5789
H 4.8218 -1.8125 -5.4709
*
```

Atom charges from the Mulliken analysis, given in e for atoms 1 to 4: C 0.596; H -0.276; H 0.329; C 0.489

[2]
Molecular formula: C26H43N9O16S4
Method: DFT, wB97M-V/def2-TZVPD

Output
* HOMO level: -10.305 eV
* E_LUMO: -0.1 eV
* gap between HOMO and LUMO: 10.166 eV

```
! RIJCOSX wB97M-V def2-TZVPD def2/J DEFGRID3
* xyz 0 1
H 3.6557 3.6702 -2.1867
H 2.0813 -1.1701 -0.0391
C 3.3905 0.0878 4.2571
S -3.3473 -2.5866 -1.1327
H -3.0486 1.7017 1.1096
H -3.0650 2.8712 -0.1624
C 5.0240 -3.1445 0.4764
H 5.3234 -4.1813 0.6354
C 1.0986 -4.0814 -2.1026
H 4.1905 0.8055 4.4377
H -4.8305 -3.1503 -4.1542
H -1.7962 -4.5840 1.2597
S 4.0937 0.8498 -1.1526
C 0.0117 -4.1628 2.2411
C -5.7485 0.7358 2.6614
C 0.5272 0.1313 -0.8063
C -4.2072 -4.5884 -2.6089
C 0.2011 -1.8704 5.9665
N -6.5603 1.0600 1.9465
O 3.5985 1.5777 -2.4558
H -0.5728 -3.5707 -3.2098
H -3.3615 0.2263 -4.0685
N 1.0550 -1.5232 6.6449
C 2.5079 4.2182 0.6828
N -3.5810 4.6051 2.3624
N 7.1437 -1.6724 0.1616
H 4.5620 -2.9015 1.4479
O -3.7110 -4.2891 -1.1526
H 4.3783 3.0210 -3.6477
H 4.3258 -3.0343 -0.3258
C -4.0352 -3.3512 -3.4342
O 5.6918 1.3966 -1.2351
H -1.7753 -1.6879 5.2969
H 6.5018 2.9388 -2.3467
H -0.5184 6.9138 -1.7145
H -1.3552 -2.9347 1.2242
H -3.6164 -5.4300 -2.9635
H 1.6940 2.3619 1.2468
C -3.5630 3.6695 1.6880
H 5.4784 3.4540 -0.8737
H -3.8996 0.9929 3.6277
H 0.1471 -0.3046 -1.7387
C 6.1861 -2.2959 0.2665
O -0.6263 0.6264 -0.0533
O -4.0888 -1.9550 -0.0714
O -1.7013 -0.6634 1.7196
N 3.0425 4.8613 -0.1154
H -5.2553 -4.8250 -2.4294
O 0.8054 -0.6397 1.4217
H 2.9358 -0.1645 5.2210
N 4.3471 -2.1283 3.2310
C 3.9496 -1.1560 3.6985
C -1.4750 5.3400 -0.4895
C -1.3270 -0.4009 -4.2647
C 1.8890 3.3510 1.6821
O -0.5833 4.1580 -0.4422
C 0.3936 -4.0631 -3.3465
C -2.3906 0.5721 -4.4110
C -0.8917 -2.2843 5.0587
O -0.4696 5.0669 -2.6715
S -0.4656 3.6365 -1.9315
N 1.7324 -3.9888 -1.1496
H -0.6429 -1.9493 4.0665
H -4.1635 -0.6229 2.9072
C -4.6317 0.1930 3.4433
H 1.2513 0.9155 -0.9142
H 0.2765 -5.0800 -3.7151
H -1.0357 -3.3592 5.1606
H 2.6413 0.4825 3.5628
N 0.7312 -4.1961 3.1519
H -2.1079 6.3865 -2.3349
H 2.5504 3.1595 2.5278
C -3.6000 2.5613 0.7195
H 0.9560 3.8285 1.9801
O -1.6659 2.8956 -2.2179
H 0.4240 -1.9727 -0.1444
H -3.1340 -3.2759 -4.0476
H -4.6417 2.1880 0.5696
H -2.5285 5.0240 -0.3731
C -1.1800 6.0747 -1.8586
H -2.1606 1.5255 -3.9134
S -0.5587 0.1737 1.4724
H -0.4999 -4.1057 0.1753
C 4.3017 2.8838 -2.5893
C 5.6171 2.7694 -1.7180
H -1.1951 5.9376 0.3741
O -1.9535 -2.2799 -1.2645
H -2.5149 0.7549 -5.4885
O -0.4167 1.3353 2.3381
O 0.7967 2.9969 -2.0923
O 4.0473 -0.5508 -1.4209
O -4.0945 -2.2465 -2.5238
H 0.9546 -3.6024 -4.1576
O 3.3546 1.3245 -0.0408
C -0.9286 -3.9406 1.1511
N -0.4558 -1.1292 -4.0744
C 1.0295 -1.0956 0.0535
H -4.9187 -0.1206 4.4497
*
```

Atom charges from the Mulliken analysis, given in e for atoms 1 to 4: H 0.079; H 0.123; C -0.432; S 1.022

[3]
Molecular formula: C26H43NO20S
Method: DFT, wB97M-V/def2-TZVPD

Output
* HOMO level: -9.295 eV
* E_LUMO: 0.2 eV
* gap between HOMO and LUMO: 9.505 eV

```
! RIJCOSX wB97M-V def2-TZVPD def2/J DEFGRID3
* xyz 0 1
H 3.8966 2.9221 2.0723
O -3.9537 -1.9597 -5.4251
H 6.1192 5.0821 3.0255
O -5.3612 -1.2002 -6.8746
H -5.2510 0.4979 -8.0706
H 11.0878 6.3192 2.8281
H 0.5841 -0.1807 -1.0077
O 9.9200 4.6546 3.2650
C 8.7247 5.2447 3.2167
O -1.2582 -7.9315 -1.3360
C 0.7298 -0.2631 0.0726
C -0.5009 3.0586 -3.2564
N 1.8171 3.2222 -2.4802
O -0.2539 -3.6469 0.9783
O 2.3897 2.8495 4.2328
C -5.5145 -5.2606 4.6912
O -3.3283 -8.0597 -2.2314
H -3.3862 -1.1542 -3.5939
O -6.0272 -6.3454 2.3387
S -0.2385 -2.4242 0.2694
H 1.1916 2.8692 0.5312
O 3.4447 4.2870 5.6199
H -2.1165 -1.1821 -4.8470
H -2.2076 -4.4619 -0.4082
C 6.5506 5.0788 4.0195
O -5.1142 -4.6221 3.4772
C -4.4578 -0.8510 -5.9620
H 5.9848 4.4301 4.6742
C -1.7508 -5.4264 -0.5897
O -2.7261 -6.2141 -1.2924
H -6.5966 -5.3711 4.7289
H -3.2003 4.8517 -2.2917
H 6.5558 6.0875 4.4295
O -4.1490 0.2768 -5.6715
H -5.1851 -4.6107 5.4965
H -0.2403 2.2320 -3.9083
O 1.1128 -1.6186 0.4031
C -5.4439 -5.2938 2.3726
C -5.3018 -5.2096 0.0557
H -1.3668 0.2848 0.0160
C -0.6544 -0.0858 0.7573
C 1.3021 2.1069 -0.2424
O 3.4810 2.5713 -1.0505
H -1.4987 -5.8838 0.3631
H 0.8911 5.1698 -1.0192
H -2.1953 -9.4383 -3.2992
C -3.0410 -9.4063 -2.6149
H -0.6528 0.6537 1.5562
H 1.7058 3.7578 6.6317
H 1.7700 0.9180 1.4958
H -0.8582 -5.3006 -1.1968
O -5.0164 -4.6008 1.3214
H 3.0612 2.6098 6.7904
C -5.9879 -0.0982 -7.5360
O 7.8856 4.5522 3.9801
H -2.5750 3.0191 -3.8067
H 3.1246 4.1836 7.6141
H 10.6452 5.3081 1.4286
H -3.9314 -9.7736 -3.1164
O 3.8241 4.4348 3.5012
C -2.9633 -1.7187 -4.4228
H -1.4631 5.9697 -0.9021
C -2.3279 -7.4470 -1.5933
H -5.0382 -6.2342 4.7885
O -0.6904 -2.3460 -1.0813
H 1.9294 2.5295 -3.2144
H -6.6901 -0.5308 -8.2421
H 2.7607 0.4785 0.0855
H 2.5329 4.0665 1.9211
H -4.8972 -4.5470 -0.7028
C 3.5868 3.9603 2.1727
C 3.1429 3.7667 4.4327
C 2.2952 2.6327 -1.2662
O 8.4562 6.2345 2.5866
C 0.4610 3.6735 -2.4618
H 4.1790 4.5755 1.5015
H -4.8195 -6.1777 -0.0228
C 2.7852 3.6601 6.7258
H -6.5232 0.5240 -6.8216
C -1.8178 3.4947 -3.1970
C -2.1689 4.5291 -2.3446
C -1.2073 5.1502 -1.5601
C 1.7712 0.7883 0.4107
C 10.9245 5.3010 2.4803
H -2.8344 -10.0191 -1.7397
H -6.3764 -5.3093 -0.0881
H 11.8318 4.7194 2.6136
O -1.0775 -1.3951 1.1630
C 0.1111 4.7190 -1.6218
H -2.6332 -2.6894 -4.0658
H 0.3019 1.9824 -0.6593
*
```

Atom charges from the Mulliken analysis, given in e for atoms 1 to 4: H 0.378; O -0.284; H 0.119; O -0.342

The calculation returns the following E values, one per record and in order: -55935.214 -117164.542 -80934.084 eV.
The calculation returns the following largest force on an atom values, one per record and in order: 3.10 3.82 1.32 eV/Å.
The calculation returns the following molar mass values, one per record and in order: 666.80 865.95 721.68 g mol⁻¹.